Here is a structure of composition C15H35N5OSe2Tl from OMol25. Energies are from the ωB97M-V functional and the def2-TZVPD basis.

```
59
Properties=species:S:1:pos:R:3:forces:R:3
Tl -0.8462 -0.7471 -0.6085 -0.094 -0.139 0.005
C -2.2040 -1.2528 4.4348 0.048 0.163 -0.094
Se -1.1302 -1.9380 2.9583 -0.333 -0.329 -0.025
C -1.7502 -3.7850 3.1977 0.122 0.035 0.058
C -3.0981 -4.1674 2.5967 -0.096 0.044 0.223
Se -3.0203 -4.8934 0.8180 0.098 0.033 -0.204
C -4.8847 -5.2382 0.5244 -0.034 -0.049 0.052
H -1.8609 -1.7191 5.3539 0.016 0.012 0.002
H -3.2581 -1.4527 4.2646 -0.006 0.029 -0.007
H -2.0426 -0.1795 4.4865 -0.016 0.000 0.013
H -1.8567 -3.9045 4.2754 0.137 -0.033 0.019
H -0.9406 -4.4448 2.8888 -0.069 -0.078 -0.029
H -3.8045 -3.3348 2.5443 0.012 0.010 0.043
H -3.5781 -4.9659 3.1759 -0.013 0.025 0.004
H -5.4649 -4.4024 0.9110 -0.015 -0.004 -0.012
H -5.1328 -6.1542 1.0667 -0.013 0.008 -0.003
H -5.0357 -5.3826 -0.5420 0.011 -0.006 -0.003
C -3.3029 2.6436 -2.0474 0.044 0.026 0.016
N -2.3460 3.3922 -1.2414 -0.176 0.055 -0.095
C -2.4863 4.8512 -1.3010 0.051 0.007 -0.022
C -1.8930 5.4897 -0.0668 -0.005 -0.004 0.008
C -0.4768 4.9911 0.1080 -0.028 -0.041 0.021
N -0.4541 3.5228 0.0979 0.011 0.050 0.006
C 0.6522 2.9122 0.8029 -0.002 -0.019 -0.004
C -1.3605 2.7818 -0.5760 0.005 -0.106 0.045
O -1.2827 1.5078 -0.5717 0.151 0.237 0.027
H -4.3155 2.9266 -1.7626 -0.005 -0.008 0.018
H -3.1725 1.5802 -1.8928 -0.005 -0.005 0.000
H -3.1660 2.8746 -3.1049 0.010 0.004 -0.008
H -3.5481 5.0776 -1.3849 -0.011 -0.026 0.016
H -2.0014 5.2273 -2.2064 0.001 -0.011 -0.015
H -2.4860 5.2308 0.8122 -0.013 0.017 -0.006
H -1.9004 6.5733 -0.1707 0.005 0.001 0.021
H -0.0670 5.3175 1.0634 0.004 -0.001 0.001
H 0.1758 5.3765 -0.6811 0.006 -0.010 -0.010
H 0.6475 3.2115 1.8518 -0.005 0.018 0.001
H 1.6041 3.2381 0.3695 -0.008 -0.015 -0.002
H 0.5737 1.8310 0.7550 0.014 -0.004 0.008
C 4.2355 -2.8361 -2.2383 -0.071 0.024 0.010
N 3.3170 -2.1732 -1.3024 0.213 -0.201 0.047
C 2.4517 -3.0587 -0.5281 -0.030 0.012 -0.077
C 3.1049 -0.8610 -1.2740 -0.237 0.185 -0.362
N 2.0139 -0.2988 -0.8558 0.428 0.076 0.160
N 4.1957 -0.0219 -1.6809 0.040 0.058 0.393
C 3.9598 1.2979 -2.2356 -0.017 -0.145 -0.181
C 5.5557 -0.3043 -1.2608 -0.041 0.022 0.014
H 3.6990 -3.6482 -2.7262 -0.009 0.015 -0.029
H 5.0975 -3.2569 -1.7218 0.003 -0.001 0.021
H 4.5684 -2.1493 -3.0133 0.004 0.010 0.004
H 3.0491 -3.8965 -0.1732 0.007 -0.005 -0.008
H 1.6394 -3.4459 -1.1471 -0.015 0.009 0.000
H 2.0435 -2.5233 0.3249 0.018 0.015 0.009
H 2.1021 0.7110 -0.7863 -0.106 0.027 -0.080
H 3.0119 1.3358 -2.7629 -0.024 -0.009 0.036
H 4.7767 1.5328 -2.9182 0.015 0.012 0.013
H 3.9883 2.0312 -1.4218 0.010 0.030 -0.017
H 5.6205 -1.2507 -0.7401 -0.031 -0.010 0.015
H 5.8705 0.5135 -0.6031 0.039 0.007 -0.031
H 6.2131 -0.2926 -2.1346 0.003 -0.016 -0.006
```
Forces are in eV/Å.

Output
2S+1: 1
E_HOMO (alpha / beta): -15.85 / -15.86 eV
Energy above the lowest of the compared OMol25 structures with the same formula, charge and spin: 0.0 kcal/mol
E_tot: -5915.90112 hartree
Lowest unoccupied orbital energy (alpha / beta): -11.6 / -11.5 eV
HOMO-LUMO gap (alpha / beta): 4.2352 / 4.3861 eV
Net charge: +3

---

Here is a cluster of 5 separate species, C15H35NO7S2 in total from OMol25. Energies are from the ωB97M-V functional and the def2-TZVPD basis.

```
60
Properties=species:S:1:pos:R:3:forces:R:3
C -16.5106 -18.5876 7.7859 -0.538 -0.878 -0.040
S -16.2541 -19.7121 6.3790 1.322 0.210 0.728
O -14.8695 -19.3229 5.9195 -0.553 -0.038 -0.428
C -15.9085 -21.1957 7.3519 -0.981 0.090 -0.068
H -17.2995 -18.9462 8.4515 -0.118 0.071 -0.170
H -16.7867 -17.6254 7.3660 0.250 0.155 0.138
H -15.5793 -18.6071 8.3470 0.139 0.385 -0.170
H -16.7835 -21.4591 7.9505 0.047 0.022 0.052
H -15.0676 -20.9785 8.0009 0.111 -0.104 -0.068
H -15.7209 -22.0081 6.6539 0.303 0.061 0.000
C -13.5544 -22.4626 12.4891 0.199 0.464 0.015
S -13.7746 -21.8198 10.7989 0.070 0.119 0.252
O -15.1462 -22.2393 10.3666 0.371 0.103 0.147
C -13.9221 -20.0800 11.3461 0.077 0.025 -0.119
H -14.3297 -21.9507 13.0563 0.008 -0.328 0.321
H -12.5658 -22.1858 12.8608 -0.052 0.265 -0.086
H -13.6117 -23.5437 12.5809 -0.321 -0.021 -0.456
H -14.6320 -20.0301 12.1707 -0.079 0.039 -0.080
H -14.2620 -19.4652 10.5129 -0.196 -0.255 -0.100
H -12.9700 -19.6416 11.6496 0.130 -0.394 0.091
C -17.5834 -20.1515 11.1221 0.512 -0.789 0.167
O -17.8071 -18.9595 11.0405 -0.172 0.130 -0.255
N -18.3031 -21.0503 11.8288 -0.386 0.644 0.021
C -17.8044 -22.3672 12.1823 -0.162 0.162 -0.031
C -19.5445 -20.6460 12.4554 -0.044 -0.431 0.726
H -16.7440 -20.6767 10.6315 0.098 0.377 -0.048
H -16.7531 -22.4835 11.9296 -0.094 0.113 -0.219
H -18.3838 -23.1394 11.6751 0.002 -0.145 0.086
H -17.9125 -22.4800 13.2627 -0.022 -0.168 0.029
H -19.8982 -19.6715 12.1396 0.201 -0.022 -0.390
H -20.2947 -21.4181 12.2640 -0.091 0.159 -0.047
H -19.4131 -20.5905 13.5438 -0.021 -0.031 -0.042
O -13.1321 -22.7887 2.8624 -0.075 -0.393 0.199
C -13.2748 -22.5486 4.0371 0.550 0.817 -1.181
O -14.1601 -23.1760 4.8126 -0.028 -0.239 0.503
C -14.8053 -24.2954 4.2325 -0.688 -1.400 -0.427
C -15.7481 -24.8897 5.2603 -0.359 0.604 0.963
C -12.5428 -21.4450 4.7400 -0.610 -0.373 0.560
H -14.1021 -25.0476 3.8691 0.403 0.222 0.250
H -15.3755 -24.0375 3.3392 0.035 0.451 0.053
H -16.4983 -24.1267 5.4937 -0.188 -0.194 -0.095
H -15.3051 -25.1181 6.2343 0.493 0.112 -0.233
H -16.2618 -25.8085 4.9849 0.072 0.120 -0.575
H -13.2031 -20.5741 4.7185 0.123 0.094 0.079
H -11.5968 -21.2317 4.2580 0.010 -0.047 -0.066
H -12.4292 -21.7434 5.7833 0.214 0.257 0.010
O -13.1990 -15.5944 6.3754 0.391 -0.233 -0.284
C -13.6539 -16.0420 7.3898 -0.298 0.522 0.081
O -13.3521 -17.2263 7.9260 -0.123 -0.134 1.209
C -12.2913 -18.0193 7.4215 0.442 -0.516 -1.008
C -12.2782 -19.3586 8.1409 -0.135 0.337 0.209
C -14.6236 -15.2687 8.2685 0.537 -0.603 -0.667
H -11.3202 -17.5479 7.5996 -0.208 0.379 -0.215
H -12.4676 -18.1323 6.3489 0.227 -0.096 0.082
H -11.8234 -19.2344 9.1266 -0.287 -0.049 0.135
H -11.6726 -20.1077 7.6334 -0.042 0.133 -0.281
H -13.3005 -19.7257 8.2147 0.071 -0.135 0.068
H -14.9729 -15.9253 9.0579 -0.198 0.328 0.209
H -15.4209 -14.8977 7.6294 -0.127 0.015 0.147
H -14.0422 -14.4187 8.6220 -0.215 0.033 0.318
```
Forces are in eV/Å.

Output
2S+1: 1
E_HOMO: -8.92 eV
Energy above the lowest of the compared OMol25 structures with the same formula, charge and spin: 0.0 kcal/mol
E_tot: -1970.29933 hartree
Lowest unoccupied orbital energy: 0.2 eV
HOMO-LUMO gap: 9.1519 eV

---

Here is a structure of composition C15H35OS5SbW from OMol25. Energies are from the ωB97M-V functional and the def2-TZVPD basis.

```
58
Properties=species:S:1:pos:R:3:forces:R:3
W -0.4836 0.5779 -1.0424 -0.440 -0.342 -2.309
S -1.7952 -0.8026 -2.3290 0.339 0.170 0.578
S -2.3369 0.5684 -3.7809 -0.094 0.130 -0.216
S -1.3193 2.1651 -2.9379 0.423 -0.639 0.724
S -2.0623 2.3123 -1.0169 -0.140 0.087 0.306
C 4.4539 -1.1206 -1.6553 -0.066 -0.043 -0.050
C 4.4131 -0.2135 -2.8850 0.016 -0.031 -0.040
C 3.1236 -0.2964 -3.7014 0.076 -0.219 0.294
S 1.6656 0.5455 -3.1031 0.266 -0.113 0.184
O 1.3607 -0.0586 -1.6443 -0.721 0.704 -0.493
C 2.2890 2.1992 -2.6994 -0.053 0.012 0.234
C 2.5971 2.3659 -1.2060 -0.004 0.111 0.065
C 1.4141 2.6205 -0.2701 0.271 0.078 -0.318
H 5.4077 -1.0108 -1.1401 -0.019 0.001 -0.046
H 4.3557 -2.1700 -1.9436 -0.009 0.070 0.016
H 3.6590 -0.8947 -0.9416 0.039 0.019 -0.049
H 5.2051 -0.5030 -3.5795 0.026 -0.003 0.057
H 4.6336 0.8208 -2.6109 -0.024 -0.007 -0.040
H 2.7822 -1.3276 -3.8324 0.058 0.004 -0.068
H 3.2109 0.1454 -4.7014 0.051 -0.013 0.018
H 1.5190 2.8880 -3.0425 -0.014 0.074 0.021
H 3.1759 2.3563 -3.3132 0.003 -0.032 0.012
H 3.2536 3.2340 -1.1285 0.009 0.031 -0.002
H 3.1725 1.5181 -0.8423 0.081 -0.052 -0.001
H 0.7658 3.4258 -0.5982 -0.066 0.095 -0.038
H 1.7784 2.8512 0.7298 0.013 0.090 0.025
H 0.7955 1.7213 -0.0483 0.235 -0.001 0.436
C -1.0082 1.9463 3.1622 0.130 -0.009 0.069
C -0.6640 0.4661 3.0137 0.050 0.044 -0.026
C 0.8473 0.2434 2.9917 0.011 0.043 0.137
Sb -1.5052 -0.3878 1.2427 -0.273 -0.154 0.426
C -3.6456 -0.4621 1.4392 0.048 0.040 -0.068
C -4.2796 0.9154 1.5893 -0.177 -0.087 -0.084
C -4.2648 -1.2481 0.2888 -0.117 0.026 -0.005
C -0.8723 -2.4492 1.3748 -0.131 -0.031 -0.063
C -0.6030 -3.1091 0.0241 -0.144 -0.134 0.154
C -1.9048 -3.2092 2.2083 0.105 -0.156 0.037
H -0.4700 2.3565 4.0213 -0.034 -0.017 -0.043
H -2.0652 2.1237 3.3336 -0.096 -0.006 -0.016
H -0.7028 2.5289 2.2862 0.005 -0.044 0.002
H -1.1196 -0.1217 3.8148 0.064 0.107 0.098
H 1.3127 0.6981 2.1125 -0.010 0.026 -0.023
H 1.1328 -0.8070 3.0173 -0.028 -0.037 -0.008
H 1.2951 0.7176 3.8687 -0.011 -0.027 -0.029
H -3.7337 -1.0197 2.3746 -0.112 -0.011 -0.003
H -4.1544 1.5248 0.6910 0.015 -0.052 0.041
H -3.9113 1.4688 2.4460 0.077 0.053 0.098
H -5.3564 0.7855 1.7312 0.050 0.014 -0.006
H -4.2101 -0.6865 -0.6469 0.014 -0.010 0.046
H -5.3247 -1.4131 0.5046 0.067 0.009 -0.014
H -3.8100 -2.2272 0.1307 0.010 0.052 -0.012
H 0.0596 -2.3605 1.9312 0.062 -0.059 0.037
H -1.5218 -3.2386 -0.5536 0.020 0.045 0.005
H -0.1866 -4.1068 0.1859 -0.055 0.017 0.021
H 0.1164 -2.5663 -0.5869 0.098 0.123 -0.041
H -2.8496 -3.3310 1.6742 0.092 -0.007 0.046
H -2.1164 -2.7379 3.1721 0.069 -0.002 -0.060
H -1.5185 -4.2109 2.4211 -0.050 0.061 -0.018
```
Forces are in eV/Å.

Output
2S+1: 1
E_HOMO (alpha / beta): -14.67 / -14.60 eV
Energy above the lowest of the compared OMol25 structures with the same formula, charge and spin: 34.0 kcal/mol
E_tot: -2965.46319 hartree
Lowest unoccupied orbital energy (alpha / beta): -7.8 / -7.8 eV
HOMO-LUMO gap (alpha / beta): 6.8582 / 6.8487 eV
Net charge: +2

---

Here is a structure of composition C15H36AlBN4O5PS from OMol25. Energies are from the ωB97M-V functional and the def2-TZVPD basis.

```
64
Properties=species:S:1:pos:R:3:forces:R:3
C -1.3428 4.4939 1.3721 -0.347 0.313 0.445
C -2.2402 3.1054 1.3861 1.074 0.302 -0.578
C -1.7564 2.0312 2.5492 -0.892 0.547 -0.328
N -1.6713 0.6155 1.9428 0.826 0.724 1.491
Al 0.2031 0.3994 1.5093 0.200 -0.178 -0.263
C 1.2842 -0.1019 3.1732 0.415 -0.833 1.304
C 0.6751 -1.5789 3.6742 0.429 1.457 -1.054
C 1.7335 -2.4456 4.5742 -1.961 -0.392 0.157
N 1.4443 -3.9281 4.2597 -0.500 0.499 0.174
O 0.6207 1.9079 0.4740 -1.219 -2.737 -2.014
C 0.8053 1.3167 -0.8602 2.159 1.772 0.653
S 2.1927 2.4245 -1.5705 0.318 1.481 -0.190
C -0.3316 1.4870 -2.0230 -1.001 -0.053 -0.293
C -1.6759 0.5494 -1.8321 -0.736 2.268 1.250
N -1.9649 -0.4029 -2.9512 -1.084 0.206 0.022
C -1.8734 -1.8574 -2.6017 -0.868 -2.251 -0.850
C -2.7527 -2.3609 -1.3164 0.907 0.257 1.623
C -3.1757 -0.0439 -3.7768 -4.995 -0.068 0.472
C -2.9356 0.0715 -5.4272 1.486 0.315 0.758
O -4.4245 0.1395 -3.3429 7.426 -0.818 -1.987
C 1.6021 -0.0982 -0.6571 -1.859 -1.103 0.766
B 1.8901 -0.9800 -2.0302 -0.176 -1.184 -0.514
N 2.1636 -0.4216 -3.4118 0.972 -2.123 1.874
O 1.8194 -2.4737 -1.8525 1.877 2.221 -0.368
P 3.4326 0.1666 -0.0421 1.230 0.896 -0.187
C 4.1037 -1.5046 0.6714 -0.009 -0.517 0.587
O 3.5022 1.3149 1.2616 0.470 -0.438 -1.029
O 0.7270 -0.9110 0.2528 0.724 2.366 -0.563
H -0.1806 4.3008 1.5400 -2.634 0.259 -0.352
H -1.4713 5.0853 0.3622 0.217 -1.273 1.888
H -1.7695 5.2099 2.2187 1.126 -1.395 -1.615
H -2.0835 2.6175 0.3081 -0.562 0.838 2.550
H -3.3582 3.4052 1.5646 2.045 -0.700 -0.534
H -2.5731 2.1033 3.4050 1.716 -0.345 -1.566
H -0.7409 2.3887 3.0098 -1.655 -0.389 -0.753
H -1.8492 -0.0638 2.7222 -0.008 0.846 -0.844
H 2.4365 -0.3347 2.9680 -2.376 0.902 0.465
H 1.1567 0.7119 4.0342 0.593 -1.777 -1.550
H -0.3617 -1.3882 4.1916 2.019 -0.627 -0.661
H 0.4321 -2.1478 2.6529 0.647 0.817 2.254
H 1.4421 -2.3220 5.7200 0.922 -0.084 -2.352
H 2.8687 -2.1697 4.4147 -2.447 -0.582 0.103
H 1.3395 -4.0508 3.2250 0.187 0.372 1.257
H 0.4901 -4.1685 4.6492 1.502 0.557 -0.619
H 2.2301 3.5868 -0.7716 -0.577 -1.539 -0.561
H -0.6658 2.6326 -1.9873 0.858 -2.497 0.047
H 0.0772 1.2774 -3.1231 -0.489 0.403 2.639
H -1.6091 0.0957 -0.7586 -0.360 0.346 -2.127
H -2.5880 1.3200 -1.7981 1.880 -1.746 0.095
H -0.7779 -2.2777 -2.4539 -2.039 1.476 -0.348
H -2.3006 -2.4588 -3.5420 0.981 1.336 1.829
H -1.9636 -2.7137 -0.4922 -1.730 0.764 -1.700
H -3.3370 -1.4621 -0.7909 1.052 -2.091 -1.419
H -3.4343 -3.2937 -1.5159 1.155 2.034 0.125
H -3.6452 0.8740 -5.9237 1.269 -1.948 1.231
H -2.9767 -0.9815 -5.9618 -0.201 2.156 1.255
H -1.8100 0.4387 -5.5380 -2.408 -0.748 0.138
H 2.9630 0.2466 -3.3585 -1.063 -0.440 -0.321
H 2.3893 -1.2499 -4.0336 -0.178 1.559 0.843
H 2.7580 -2.7808 -1.6641 -1.792 0.476 -0.336
H 4.6196 -2.0601 -0.2488 -1.235 1.157 1.956
H 3.2694 -2.1647 1.1629 1.697 1.080 -0.841
H 4.9773 -1.2576 1.4420 -2.008 -0.471 -1.610
H 3.9915 2.1368 0.9654 -0.966 -1.657 0.076
```
Forces are in eV/Å.

Output
2S+1: 1
E_HOMO: -4.68 eV
Energy above the lowest of the compared OMol25 structures with the same formula, charge and spin: 184.2 kcal/mol
E_tot: -2195.13463 hartree
Lowest unoccupied orbital energy: 2.5 eV
HOMO-LUMO gap: 7.1636 eV
Net charge: -1

---

Q: What is the formula in the second record?
A: C15H35NO7S2